[1]
{
  "formula": "C30H85N5O15",
  "method": "ωB97M-V/def2-TZVPD",
  "smiles": "COC[C@H](C)N.COC[C@H](C)N.COC[C@H](C)N.COC[C@H](C)N.COC[C@H](C)N.OCCO.OCCO.OCCO.OCCO.OCCO",
  "homo_energy_ev": -8.9,
  "total_charge": 0,
  "orbital_gap_ev": 9.1,
  "elements": ["C", "O", "C", "C", "C", "N", "H", "H", "H", "H", "H", "H", "H", "H", "H", "H", "H", "C", "O", "C", "C", "C", "N", "H", "H", "H", "H", "H", "H", "H", "H", "H", "H", "H", "C", "O", "C", "C", "C", "N", "H", "H", "H", "H", "H", "H", "H", "H", "H", "H", "H", "C", "O", "C", "C", "C", "N", "H", "H", "H", "H", "H", "H", "H", "H", "H", "H", "H", "C", "O", "C", "C", "C", "N", "H", "H", "H", "H", "H", "H", "H", "H", "H", "H", "H", "O", "C", "C", "O", "H", "H", "H", "H", "H", "H", "O", "C", "C", "O", "H", "H", "H", "H", "H", "H", "O", "C", "C", "O", "H", "H", "H", "H", "H", "H", "O", "C", "C", "O", "H", "H", "H", "H", "H", "H", "O", "C", "C", "O", "H", "H", "H", "H", "H", "H"],
  "coordinates": [[-3.406, -2.684, -1.975], [-2.684, -2.473, -0.720], [-1.709, -3.482, -0.465], [-1.210, -3.487, 0.921], [-0.115, -4.518, 1.213], [-2.313, -3.501, 1.827], [-4.310, -2.058, -1.807], [-3.647, -3.757, -1.916], [-2.862, -2.370, -2.860], [-2.091, -4.525, -0.645], [-0.946, -3.276, -1.185], [-0.703, -2.562, 1.123], [0.096, -4.375, 2.242], [0.734, -4.350, 0.539], [-0.464, -5.508, 0.941], [-3.122, -2.948, 1.559], [-2.621, -4.455, 1.856], [0.574, -5.657, -2.648], [1.694, -5.235, -3.385], [2.054, -5.932, -4.520], [3.139, -5.197, -5.208], [2.819, -3.792, -5.668], [3.553, -6.036, -6.347], [0.685, -5.137, -1.713], [0.597, -6.738, -2.466], [-0.308, -5.350, -3.243], [2.229, -6.991, -4.310], [1.167, -5.893, -5.251], [4.009, -5.177, -4.547], [1.725, -3.664, -5.811], [3.306, -3.411, -6.603], [3.056, -3.064, -4.901], [2.813, -6.025, -7.041], [3.546, -7.005, -6.049], [-4.537, 0.657, 1.239], [-4.706, 1.955, 0.681], [-4.074, 2.082, -0.614], [-4.381, 3.395, -1.311], [-4.115, 3.103, -2.814], [-3.506, 4.483, -0.852], [-5.000, -0.176, 0.684], [-4.916, 0.695, 2.262], [-3.520, 0.445, 1.353], [-2.984, 2.052, -0.408], [-4.318, 1.212, -1.260], [-5.429, 3.600, -1.159], [-4.719, 2.283, -3.158], [-3.080, 2.876, -2.985], [-4.386, 4.003, -3.386], [-3.868, 5.421, -0.942], [-3.195, 4.426, 0.097], [3.053, 1.204, 3.802], [3.147, 1.389, 2.368], [4.505, 1.656, 1.971], [4.430, 1.666, 0.450], [5.797, 1.787, -0.154], [3.597, 2.786, -0.017], [3.060, 2.204, 4.250], [3.918, 0.597, 4.096], [2.178, 0.650, 4.060], [4.826, 2.646, 2.438], [5.136, 0.832, 2.299], [4.041, 0.669, 0.147], [6.566, 1.026, 0.201], [6.254, 2.742, 0.085], [5.613, 1.683, -1.231], [2.704, 2.908, 0.497], [3.565, 2.720, -1.013], [3.062, -2.048, -1.360], [2.237, -0.912, -1.344], [1.418, -1.005, -0.146], [0.660, 0.352, 0.011], [-0.054, 0.398, 1.387], [-0.192, 0.727, -1.069], [3.718, -2.092, -2.268], [2.381, -2.890, -1.354], [3.678, -2.041, -0.470], [0.641, -1.795, -0.198], [1.987, -1.132, 0.765], [1.468, 1.105, -0.069], [0.110, 1.329, 1.954], [0.236, -0.498, 1.952], [-1.115, 0.283, 1.233], [0.389, 0.840, -1.927], [-1.054, 0.210, -1.158], [-1.583, 0.771, 4.640], [-2.700, 1.605, 4.431], [-2.655, 2.539, 5.601], [-3.668, 3.557, 5.613], [-1.754, -0.175, 4.590], [-2.582, 2.221, 3.482], [-3.687, 1.092, 4.350], [-1.735, 3.098, 5.664], [-2.538, 1.906, 6.474], [-4.536, 3.175, 5.551], [2.069, -0.836, -4.147], [1.768, 0.480, -4.645], [2.649, 1.526, -3.967], [2.164, 1.622, -2.581], [1.737, -0.904, -3.254], [2.006, 0.554, -5.712], [0.763, 0.769, -4.438], [2.386, 2.506, -4.389], [3.706, 1.469, -4.057], [2.561, 0.858, -2.160], [0.140, 3.602, -0.453], [0.574, 4.453, -1.493], [-0.150, 4.191, -2.779], [-1.503, 4.780, -2.896], [0.021, 2.695, -0.769], [0.382, 5.468, -1.046], [1.654, 4.320, -1.724], [-0.253, 3.126, -2.830], [0.373, 4.480, -3.676], [-2.038, 4.672, -2.088], [-1.600, 6.380, 2.936], [-1.428, 5.207, 3.689], [-0.865, 4.164, 2.794], [-1.725, 3.910, 1.756], [-2.107, 6.093, 2.184], [-0.719, 5.461, 4.539], [-2.374, 4.852, 4.109], [-0.616, 3.280, 3.402], [0.150, 4.455, 2.450], [-1.237, 3.776, 0.912], [-1.274, -3.678, 6.603], [-0.294, -3.485, 5.575], [-0.446, -2.209, 4.777], [-1.804, -2.065, 4.299], [-2.164, -3.617, 6.170], [0.680, -3.542, 6.097], [-0.317, -4.382, 4.973], [0.233, -2.061, 3.907], [-0.211, -1.332, 5.409], [-1.963, -2.705, 3.578]]
}


[2]
{
  "formula": "C30H85N5O15",
  "method": "ωB97M-V/def2-TZVPD",
  "smiles": "COCCNCCOC.COCCNCCOC.COCCNCCOC.COCCNCCOC.COCCNCCOC.O.O.O.O.O",
  "homo_energy_ev": -8.6,
  "total_charge": 0,
  "orbital_gap_ev": 9.3,
  "elements": ["C", "O", "C", "C", "N", "C", "C", "O", "C", "H", "H", "H", "H", "H", "H", "H", "H", "H", "H", "H", "H", "H", "H", "H", "C", "O", "C", "C", "N", "C", "C", "O", "C", "H", "H", "H", "H", "H", "H", "H", "H", "H", "H", "H", "H", "H", "H", "H", "C", "O", "C", "C", "N", "C", "C", "O", "C", "H", "H", "H", "H", "H", "H", "H", "H", "H", "H", "H", "H", "H", "H", "H", "C", "O", "C", "C", "N", "C", "C", "O", "C", "H", "H", "H", "H", "H", "H", "H", "H", "H", "H", "H", "H", "H", "H", "H", "C", "O", "C", "C", "N", "C", "C", "O", "C", "H", "H", "H", "H", "H", "H", "H", "H", "H", "H", "H", "H", "H", "H", "H", "O", "H", "H", "O", "H", "H", "O", "H", "H", "O", "H", "H", "O", "H", "H"],
  "coordinates": [[2.071, 3.012, 2.645], [2.134, 3.850, 1.509], [1.032, 3.653, 0.652], [0.068, 4.828, 0.683], [0.625, 5.971, -0.021], [-0.197, 7.167, 0.073], [0.639, 8.404, -0.130], [1.247, 8.773, 1.085], [2.201, 9.771, 0.880], [2.230, 1.989, 2.298], [1.103, 3.108, 3.149], [2.861, 3.315, 3.327], [0.465, 2.757, 0.922], [1.399, 3.567, -0.374], [-0.155, 5.142, 1.716], [-0.849, 4.471, 0.199], [1.562, 6.156, 0.319], [-0.763, 7.277, 1.008], [-0.909, 7.158, -0.763], [0.045, 9.255, -0.498], [1.374, 8.245, -0.934], [3.054, 9.401, 0.296], [2.600, 10.093, 1.842], [1.774, 10.647, 0.375], [-4.346, -0.931, 2.478], [-3.022, -1.327, 2.731], [-2.753, -2.659, 2.322], [-1.275, -2.955, 2.510], [-0.992, -3.208, 3.930], [0.414, -2.999, 4.244], [0.694, -3.151, 5.715], [0.009, -2.148, 6.420], [0.103, -2.317, 7.810], [-5.000, -1.247, 3.300], [-4.702, -1.391, 1.548], [-4.380, 0.152, 2.391], [-2.981, -2.741, 1.246], [-3.372, -3.390, 2.861], [-0.727, -2.061, 2.164], [-1.021, -3.800, 1.870], [-1.513, -2.498, 4.442], [0.767, -2.022, 3.866], [0.996, -3.754, 3.703], [1.775, -3.124, 5.920], [0.359, -4.154, 6.026], [-0.120, -3.350, 8.103], [-0.597, -1.624, 8.264], [1.125, -2.107, 8.157], [3.384, 0.918, -8.342], [3.075, 1.621, -7.154], [2.823, 0.755, -6.093], [2.343, 1.588, -4.909], [1.985, 0.711, -3.808], [1.448, 1.465, -2.662], [0.008, 1.826, -2.876], [-0.699, 0.615, -2.998], [-2.085, 0.759, -3.174], [3.421, 1.638, -9.158], [2.609, 0.176, -8.571], [4.357, 0.419, -8.272], [3.660, 0.112, -5.782], [2.003, 0.068, -6.348], [1.515, 2.175, -5.315], [3.120, 2.325, -4.648], [2.876, 0.356, -3.466], [2.051, 2.352, -2.419], [1.497, 0.792, -1.800], [-0.128, 2.447, -3.769], [-0.344, 2.377, -1.991], [-2.504, -0.248, -3.142], [-2.310, 1.171, -4.163], [-2.526, 1.339, -2.358], [-4.958, -0.531, -0.319], [-4.082, 0.521, -0.027], [-2.883, 0.059, 0.566], [-2.008, 1.243, 0.859], [-2.058, 1.649, 2.277], [-3.382, 1.966, 2.797], [-4.091, 3.081, 2.044], [-3.359, 4.314, 2.065], [-3.410, 4.985, 3.298], [-5.209, -1.107, 0.579], [-4.521, -1.162, -1.102], [-5.891, -0.117, -0.700], [-2.369, -0.620, -0.129], [-3.069, -0.506, 1.490], [-2.235, 2.061, 0.164], [-0.975, 0.949, 0.646], [-1.515, 2.507, 2.364], [-3.261, 2.118, 3.871], [-4.076, 1.119, 2.723], [-5.103, 3.238, 2.443], [-4.144, 2.828, 0.988], [-4.440, 5.269, 3.537], [-2.821, 5.890, 3.159], [-2.960, 4.399, 4.105], [1.150, -5.027, 0.993], [-0.010, -4.987, 0.220], [0.023, -4.070, -0.903], [0.416, -4.774, -2.192], [1.800, -5.280, -2.212], [2.148, -5.798, -3.523], [1.420, -7.069, -3.930], [1.399, -8.068, -2.948], [2.676, -8.516, -2.571], [1.013, -5.584, 1.923], [1.484, -4.025, 1.303], [1.997, -5.523, 0.501], [0.729, -3.299, -0.596], [-1.010, -3.756, -1.037], [0.320, -4.050, -3.006], [-0.278, -5.603, -2.367], [1.904, -6.026, -1.536], [3.212, -6.060, -3.480], [2.062, -5.061, -4.322], [1.828, -7.480, -4.866], [0.380, -6.843, -4.177], [3.160, -9.039, -3.404], [2.535, -9.234, -1.765], [3.311, -7.714, -2.190], [0.239, 0.061, 2.948], [0.297, 0.073, 3.906], [-0.628, 0.466, 2.725], [3.775, -1.156, -0.059], [3.413, -1.612, -0.854], [4.704, -1.395, -0.018], [-0.137, -1.739, -1.717], [-0.231, -1.003, -2.360], [0.261, -1.296, -0.926], [2.653, -2.587, -2.196], [1.733, -2.236, -2.165], [2.549, -3.557, -2.296], [1.043, -0.798, 0.496], [1.988, -1.027, 0.466], [0.861, -0.424, 1.380]]
}


[3]
{
  "formula": "C30H85O14V",
  "method": "ωB97M-V/def2-TZVPD",
  "homo_energy_ev": [-3.1, -4.3],
  "total_charge": -1,
  "orbital_gap_ev": [4.5, 5.8],
  "multiplicity": 4,
  "elements": ["V", "O", "H", "H", "H", "C", "C", "C", "O", "H", "H", "H", "H", "H", "H", "H", "C", "C", "C", "O", "H", "H", "H", "H", "H", "H", "H", "C", "C", "C", "O", "H", "H", "H", "H", "H", "H", "H", "C", "C", "C", "O", "H", "H", "H", "H", "H", "H", "H", "C", "C", "O", "H", "H", "H", "H", "H", "H", "C", "C", "O", "H", "H", "H", "H", "H", "H", "C", "C", "O", "H", "H", "H", "H", "H", "H", "C", "C", "O", "H", "H", "H", "H", "H", "H", "C", "C", "O", "H", "H", "H", "H", "H", "H", "C", "C", "O", "H", "H", "H", "H", "H", "H", "C", "C", "O", "H", "H", "H", "H", "H", "H", "C", "C", "O", "H", "H", "H", "H", "H", "H", "C", "C", "O", "H", "H", "H", "H", "H", "H"],
  "coordinates": [[16.326, 14.318, 31.150], [14.376, 13.107, 28.153], [14.251, 13.919, 28.649], [15.060, 12.593, 28.588], [14.689, 13.250, 27.257], [13.436, 16.535, 31.767], [13.304, 15.470, 30.700], [12.291, 15.817, 29.590], [14.488, 15.109, 30.126], [12.437, 16.928, 31.956], [14.140, 17.325, 31.506], [13.620, 16.020, 32.710], [12.943, 14.571, 31.200], [12.219, 15.136, 28.742], [12.489, 16.837, 29.261], [11.288, 15.902, 30.008], [18.098, 11.736, 28.336], [17.325, 11.577, 29.558], [18.238, 11.657, 30.782], [16.413, 12.616, 29.673], [18.820, 12.548, 28.422], [17.491, 11.813, 27.434], [18.631, 10.801, 28.161], [16.831, 10.608, 29.628], [17.772, 11.456, 31.747], [18.718, 12.623, 30.943], [18.892, 10.809, 30.581], [18.763, 17.630, 29.953], [18.622, 16.102, 29.970], [19.925, 15.370, 29.671], [17.995, 15.807, 31.224], [19.428, 17.974, 30.744], [17.850, 18.187, 30.167], [19.228, 18.105, 29.089], [17.902, 15.800, 29.209], [20.865, 15.735, 30.085], [20.127, 15.200, 28.614], [19.895, 14.343, 30.035], [13.993, 13.781, 34.372], [15.432, 13.215, 34.143], [15.406, 11.776, 33.618], [16.223, 14.209, 33.440], [13.300, 13.056, 34.799], [13.415, 14.060, 33.491], [13.883, 14.656, 35.013], [15.872, 13.080, 35.131], [15.258, 11.712, 32.540], [14.789, 11.170, 34.280], [16.384, 11.311, 33.746], [18.158, 7.558, 28.868], [17.541, 6.340, 28.186], [17.661, 6.381, 26.824], [17.714, 8.534, 28.673], [19.170, 7.816, 28.558], [18.161, 7.363, 29.940], [16.510, 6.217, 28.516], [18.089, 5.481, 28.575], [17.223, 5.589, 26.503], [15.152, 15.884, 26.060], [16.353, 14.941, 26.190], [15.838, 13.702, 25.955], [15.517, 16.901, 26.204], [14.497, 15.396, 26.781], [14.718, 15.884, 25.060], [16.753, 14.954, 27.204], [17.123, 15.234, 25.477], [16.240, 13.280, 25.191], [20.253, 12.975, 25.671], [20.455, 14.438, 25.376], [21.815, 14.539, 24.957], [20.976, 12.811, 26.470], [20.462, 12.372, 24.787], [19.210, 12.734, 25.876], [20.236, 15.099, 26.213], [19.739, 14.676, 24.590], [22.390, 15.060, 25.522], [12.859, 12.517, 23.399], [12.512, 13.552, 24.502], [12.052, 12.833, 25.588], [13.789, 11.952, 23.471], [13.026, 12.927, 22.403], [12.045, 11.812, 23.234], [11.706, 14.189, 24.138], [13.388, 14.146, 24.761], [11.556, 12.037, 25.385], [15.789, 13.861, 22.273], [17.196, 13.439, 22.777], [17.218, 12.649, 23.870], [15.377, 14.467, 23.081], [15.180, 12.983, 22.059], [15.703, 14.524, 21.412], [17.773, 14.318, 23.063], [17.696, 12.778, 22.069], [17.075, 11.723, 23.658], [9.006, 16.188, 27.502], [8.375, 14.819, 27.256], [7.124, 14.818, 26.602], [8.402, 16.735, 28.226], [9.078, 16.828, 26.623], [9.953, 16.087, 28.033], [8.233, 14.296, 28.202], [9.132, 14.270, 26.696], [7.153, 15.491, 25.918], [14.388, 9.025, 31.872], [13.412, 8.042, 31.222], [12.533, 7.545, 32.247], [15.265, 9.182, 31.245], [14.541, 8.679, 32.894], [14.011, 10.038, 32.016], [13.985, 7.323, 30.636], [12.764, 8.589, 30.536], [11.894, 8.237, 32.433], [10.863, 12.712, 30.467], [11.977, 11.685, 30.289], [11.807, 10.953, 29.123], [10.933, 13.412, 29.635], [10.943, 13.296, 31.384], [9.864, 12.276, 30.458], [11.959, 10.897, 31.042], [12.964, 12.141, 30.372], [12.618, 10.906, 28.611], [13.589, 8.296, 27.323], [14.298, 9.639, 27.256], [14.398, 10.134, 28.534], [14.272, 7.629, 27.850], [13.532, 7.675, 26.429], [12.546, 8.217, 27.629], [13.641, 10.282, 26.671], [15.268, 9.576, 26.763], [15.346, 10.124, 28.680]]
}